The following is a DFT calculation (ωB97M-V/def2-TZVPD) of C72H60MoN7O4S3 as an isolated structure.

Output
- Energy above the lowest of the compared OMol25 structures with the same formula, charge and spin: 0.000 eV
- HOMO energy (alpha / beta): -13.7 / -13.8 eV
- Gap between HOMO and LUMO (alpha / beta): 0.181 / 0.204 hartree
- Net charge: +3
- 2S+1: 3
- Expectation value of S²: 2.057

Positions of all 147 atoms, in Å:
1 Mo 0.8229 -0.2995 0.9764
2 O 0.7976 -1.0577 -1.0857
3 C -0.3930 -0.9028 -1.8912
4 C -1.5460 -0.5784 -0.9987
5 C -2.8456 -0.6213 -1.4666
6 C -3.8736 -0.2184 -0.6292
7 C -3.5671 0.2204 0.6486
8 C -2.2469 0.2367 1.0429
9 N -1.2436 -0.1847 0.2472
10 H 1.5486 -0.7968 -1.6540
11 H -0.5614 -1.8159 -2.4637
12 H -0.2358 -0.0710 -2.5862
13 H -3.0405 -0.9364 -2.4835
14 H -4.8977 -0.2286 -0.9789
15 H -4.3303 0.5810 1.3226
16 H -1.9555 0.5941 2.0190
17 N 7.6930 -7.6672 3.3801
18 C 6.8972 -6.8828 3.1190
19 C 5.9009 -5.8960 2.7933
20 C 5.8505 -5.3589 1.5103
21 C 4.8951 -4.4039 1.2045
22 C 3.9805 -3.9853 2.1666
23 C 4.0436 -4.5242 3.4499
24 C 4.9957 -5.4780 3.7660
25 C 3.0024 -2.9069 1.8331
26 C 3.4800 -1.5784 1.8020
27 C 4.7574 -1.1446 2.3574
28 C 4.7491 0.1910 2.4056
29 C 3.5322 0.7503 1.7235
30 N 2.7494 -0.5312 1.4312
31 C 1.6493 -3.1568 1.7968
32 C 1.0999 -4.4534 2.2369
33 C -0.2024 -4.3167 2.4229
34 C -0.6206 -2.9557 1.9510
35 N 0.6158 -2.2753 1.5587
36 H 6.5566 -5.6914 0.7622
37 H 4.8600 -3.9845 0.2065
38 H 3.3521 -4.1892 4.2141
39 H 5.0490 -5.8952 4.7619
40 H 5.5216 -1.8204 2.7065
41 H 5.5186 0.8353 2.8062
42 H 3.9106 1.0666 0.7193
43 H 1.7002 -5.3328 2.4018
44 H -0.9157 -5.0583 2.7515
45 H -1.1538 -2.3694 2.7048
46 C 5.0995 6.7624 0.8564
47 C 4.2208 5.5636 0.6461
48 C 4.6704 4.4639 -0.0776
49 C 3.8464 3.3746 -0.3210
50 C 2.5563 3.3870 0.1803
51 C 2.0803 4.4674 0.9099
52 C 2.9145 5.5454 1.1368
53 S 1.3775 2.1017 -0.1982
54 O 2.7586 1.6492 2.3001
55 C 1.6738 1.9328 -1.9464
56 C 2.5281 0.9048 -2.4315
57 C 2.7126 0.7304 -3.7722
58 C 2.0613 1.5889 -4.6978
59 C 2.2159 1.4125 -6.0935
60 C 1.6435 2.2903 -6.9682
61 C 0.8906 3.3829 -6.4843
62 C 0.7284 3.5801 -5.1427
63 C 1.3087 2.6854 -4.2095
64 C 1.1615 2.8768 -2.7988
65 C 0.6097 4.1601 -2.2735
66 C 1.4030 5.3469 -2.4173
67 C 2.6786 5.3460 -3.0352
68 C 3.4036 6.4978 -3.1440
69 C 2.8982 7.7154 -2.6405
70 C 1.6809 7.7430 -2.0244
71 C 0.9100 6.5636 -1.8913
72 C -0.3431 6.5876 -1.2188
73 C -1.0710 5.4509 -1.0658
74 C -0.5789 4.2416 -1.6087
75 S -1.5317 2.7650 -1.3136
76 O -2.0064 2.8475 0.1039
77 C -2.9263 3.1036 -2.3677
78 C -4.1129 3.5552 -1.8192
79 C -5.2021 3.7674 -2.6559
80 C -5.1219 3.5217 -4.0226
81 C -6.3043 3.7421 -4.9225
82 C -3.9115 3.0592 -4.5469
83 C -2.8178 2.8413 -3.7294
84 H 6.1539 6.4997 0.7897
85 H 4.9169 7.2224 1.8264
86 H 4.8971 7.5171 0.0934
87 H 5.6784 4.4619 -0.4738
88 H 4.2109 2.5523 -0.9238
89 H 1.0608 4.4721 1.2745
90 H 2.5421 6.3971 1.6925
91 H 3.1177 0.3339 -1.7148
92 H 3.3839 -0.0341 -4.1436
93 H 2.8033 0.5780 -6.4547
94 H 1.7712 2.1580 -8.0336
95 H 0.4464 4.0757 -7.1864
96 H 0.1515 4.4228 -4.7842
97 H 3.0891 4.4236 -3.4257
98 H 4.3739 6.4795 -3.6220
99 H 3.4768 8.6228 -2.7468
100 H 1.2850 8.6686 -1.6262
101 H -0.7042 7.5274 -0.8207
102 H -2.0115 5.4486 -0.5313
103 H -4.1771 3.7412 -0.7544
104 H -6.1283 4.1418 -2.2381
105 H -7.1576 4.1307 -4.3711
106 H -6.6054 2.8097 -5.4020
107 H -6.0626 4.4505 -5.7155
108 H -3.8302 2.8751 -5.6113
109 H -1.8777 2.5020 -4.1534
110 O 0.2910 0.5037 2.6390
111 S 0.8104 1.7302 3.5645
112 C 1.8084 0.9149 4.8354
113 C 0.8761 0.4964 5.9622
114 C -0.1570 1.6125 6.0708
115 C -0.6580 1.8325 4.6444
116 H 2.5302 1.6749 5.1385
117 H 2.3480 0.1200 4.3276
118 H 1.4344 0.3520 6.8858
119 H 0.3875 -0.4497 5.7166
120 H 0.3136 2.5212 6.4519
121 H -0.9804 1.3702 6.7404
122 H -1.1225 2.8022 4.4743
123 H -1.3460 1.0451 4.3383
124 N -4.0380 -5.8480 -2.8508
125 C -5.2348 -6.3577 -3.2820
126 C -5.5625 -7.2233 -4.3311
127 C -6.8906 -7.5456 -4.4462
128 C -7.8793 -7.0350 -3.5632
129 C -7.5575 -6.1860 -2.5423
130 C -6.2000 -5.8394 -2.3974
131 N -5.6038 -5.0427 -1.4667
132 C -4.3184 -5.0585 -1.7598
133 C -3.3541 -4.3802 -0.9445
134 C -1.9635 -4.4029 -1.1785
135 C -1.1129 -3.8258 -0.2815
136 N -1.5718 -3.1865 0.8191
137 C -2.9050 -3.1111 1.0423
138 C -3.8046 -3.6659 0.1820
139 H -3.1465 -6.0076 -3.2865
140 H -4.8211 -7.6165 -5.0122
141 H -7.2014 -8.2148 -5.2369
142 H -8.9075 -7.3328 -3.7118
143 H -8.3016 -5.7878 -1.8674
144 H -1.5396 -4.8842 -2.0482
145 H -0.0368 -3.8579 -0.3894
146 H -3.2087 -2.5939 1.9416
147 H -4.8655 -3.5931 0.3747

Force components x, y, z for each atom (eV/Å):
1.0 0.0 -0.1
0.0 0.1 -0.1
0.0 0.1 -0.1
-0.1 0.0 0.0
0.1 0.0 0.0
0.0 0.1 0.0
0.0 0.0 -0.1
0.0 0.0 0.0
-0.6 0.2 0.1
0.1 0.1 0.1
0.0 0.0 0.1
0.0 0.0 0.0
0.0 0.0 0.0
0.0 0.0 0.0
0.0 0.0 0.0
0.0 0.0 0.0
0.0 0.0 0.0
-0.1 0.1 0.0
0.0 0.0 0.0
0.0 0.0 0.0
0.0 0.0 0.0
0.0 0.0 0.0
0.0 0.0 0.0
0.0 0.0 0.0
-0.1 0.0 0.0
0.1 0.0 0.1
0.0 0.0 0.0
0.1 0.0 0.0
0.0 0.1 -0.2
-0.2 -0.3 -0.2
-0.1 -0.1 0.2
0.0 0.1 -0.1
0.0 -0.1 0.0
0.0 0.3 -0.1
0.4 0.0 0.2
0.0 0.0 0.0
0.0 0.0 0.0
0.0 0.0 0.0
0.0 0.0 0.0
0.0 0.0 0.0
0.0 0.0 0.0
-0.1 0.0 0.0
0.0 0.0 0.1
0.0 0.0 0.1
-0.1 0.0 -0.1
0.0 0.0 0.0
0.0 0.1 0.0
0.0 -0.1 0.0
0.0 0.1 0.0
-0.1 0.0 0.2
0.0 0.0 0.0
0.0 0.0 0.0
0.1 -0.3 -0.1
0.2 -0.1 0.3
0.2 -0.1 0.1
-0.1 -0.1 0.2
-0.1 0.0 -0.1
0.1 -0.1 0.0
0.0 0.0 0.0
0.0 0.0 0.0
0.0 0.0 0.0
0.0 0.0 0.0
0.0 0.1 0.0
-0.1 0.1 -0.2
0.0 0.0 -0.1
0.0 0.0 0.0
0.0 -0.1 0.0
0.0 0.1 0.0
0.0 -0.1 0.0
0.0 0.0 0.0
-0.1 0.1 0.1
0.1 0.0 0.0
0.0 -0.1 0.0
-0.2 0.1 0.1
0.0 0.0 -0.1
-0.1 0.0 0.0
-0.1 -0.1 0.1
0.0 0.0 0.0
0.0 0.0 0.0
0.0 0.0 0.0
0.0 0.0 0.0
0.0 0.0 0.0
0.1 0.1 0.0
0.0 0.0 0.0
0.0 0.0 0.0
0.0 0.0 0.0
0.0 0.0 0.0
0.0 0.0 0.0
0.0 0.0 0.0
0.0 0.0 0.0
-0.1 0.0 0.0
0.0 0.0 0.0
0.0 0.0 0.0
0.0 0.0 0.0
0.0 0.0 0.0
0.0 0.0 0.0
0.0 0.0 0.0
0.0 0.0 0.0
0.0 0.0 0.0
0.0 0.0 0.0
0.0 0.0 0.0
0.0 0.0 0.0
0.0 0.0 0.0
0.0 0.0 0.0
0.0 0.0 0.0
0.0 0.0 0.0
0.0 0.0 0.0
0.0 0.0 0.0
0.0 0.0 0.0
-0.2 0.2 0.3
-0.2 -0.2 -0.2
0.0 -0.1 0.0
0.0 0.0 0.0
0.0 0.0 0.0
0.0 0.1 0.0
0.0 0.0 0.0
0.0 0.0 0.0
0.0 0.0 0.0
0.0 0.0 0.0
0.0 0.0 0.0
0.0 0.0 0.0
0.0 0.0 0.0
0.0 0.0 0.0
-0.1 0.1 0.0
0.1 -0.1 -0.1
0.0 0.1 0.1
-0.1 0.0 0.0
0.0 0.0 -0.1
0.1 0.0 0.0
-0.1 0.0 0.1
0.0 0.0 -0.1
0.0 0.0 0.0
0.1 0.0 0.0
-0.1 0.1 0.0
0.0 0.1 0.0
0.0 -0.2 0.0
0.0 0.1 0.0
0.0 0.0 0.0
0.0 0.0 0.0
0.0 0.0 0.0
0.0 0.0 0.0
0.0 0.0 0.0
0.0 0.0 0.0
0.0 -0.1 0.0
0.0 0.0 0.0
0.0 0.0 0.0
0.0 0.0 0.0